P | DFT (the ωB97M-V functional and the def2-TZVPD basis) results for a cluster of 3 separate species, C7H14O in total.

Cartesian coordinates (Å):
C (1.225, -1.104, 1.826)
C (1.680, -0.425, 0.567)
C (0.692, -0.263, -0.519)
C (0.996, -1.035, -1.812)
C (-0.283, 0.698, -0.520)
C (-1.435, 0.642, -1.419)
C (-1.490, 1.372, 1.265)
H (0.452, -0.190, 2.184)
H (2.130, -1.565, 2.243)
H (0.472, -2.033, 1.330)
H (2.706, -0.223, -0.049)
H (1.895, 0.496, 1.065)
H (0.333, -2.319, -1.682)
H (0.224, -0.524, -2.708)
H (2.206, -1.005, -2.061)
H (-1.363, 1.697, -1.804)
H (-2.421, 0.582, -0.535)
H (-1.906, -0.421, -2.307)
H (-2.586, 1.394, 0.815)
H (-1.429, 0.405, 1.591)
H (-1.756, 2.211, 2.113)
O (-0.342, 1.608, 0.417)

HOMO, eV: -8.12
Total charge: 0
Orbital gap, eV: 8.8846
Lowest unoccupied orbital energy, Eh: 0.028

These are the natural (NBO) partial charges, in e, on atoms 1 to 6: number 1, C, carries -0.607; number 2, C, carries -0.494; number 3, C, carries -0.100; number 4, C, carries -0.627; number 5, C, carries 0.255; number 6, C, carries -0.673

---

Q | DFT (the ωB97M-V functional and the def2-TZVPD basis) results for the molecule C7H14O.

Cartesian coordinates (Å):
C (0.067, 0.514, -0.560)
C (2.175, -0.955, -0.619)
C (-1.617, 0.522, -0.769)
C (0.511, 1.678, 0.319)
C (-2.511, 0.214, 0.413)
C (0.593, -0.794, -0.114)
C (0.109, -1.757, 0.671)
O (3.061, -0.359, 0.308)
H (2.756, -0.608, 1.195)
H (0.411, 0.710, -1.582)
H (2.334, -0.505, -1.601)
H (2.396, -2.024, -0.700)
H (-1.861, -0.145, -1.602)
H (-1.835, 1.538, -1.118)
H (-0.001, 2.602, 0.030)
H (0.308, 1.487, 1.376)
H (1.586, 1.855, 0.205)
H (0.701, -2.635, 0.914)
H (-0.882, -1.740, 1.102)
H (-2.639, -0.865, 0.544)
H (-2.142, 0.657, 1.341)
H (-3.521, 0.610, 0.247)

HOMO, eV: -9.51
Total charge: 0
SMILES string: C=C(CO)[C@H](C)CC
Orbital gap, eV: 10.4728
Lowest unoccupied orbital energy, Eh: 0.036

These are the natural (NBO) partial charges, in e, on atoms 1 to 6: number 1, C, carries -0.255; number 2, C, carries -0.078; number 3, C, carries -0.380; number 4, C, carries -0.609; number 5, C, carries -0.623; number 6, C, carries 0.020

---

R | DFT (the ωB97M-V functional and the def2-TZVPD basis) results for a cluster of 3 separate species, C7H14O in total.

Cartesian coordinates (Å):
C (-0.874, 0.029, -0.037)
C (-1.148, -0.393, 1.389)
C (-1.033, -1.091, -1.044)
C (-1.708, 1.233, -0.442)
C (1.984, -1.222, -0.004)
C (1.321, 0.069, -0.027)
C (0.993, 1.256, -0.037)
O (2.958, 1.646, -0.183)
H (3.221, 1.939, 0.702)
H (0.631, 2.257, -0.047)
H (-0.969, 0.423, 2.092)
H (-2.199, -0.696, 1.499)
H (-0.541, -1.248, 1.694)
H (-0.690, -0.790, -2.036)
H (-2.094, -1.366, -1.133)
H (-0.510, -2.003, -0.752)
H (-2.768, 0.946, -0.474)
H (-1.636, 2.055, 0.274)
H (-1.438, 1.602, -1.434)
H (1.454, -1.931, 0.637)
H (2.054, -1.635, -1.012)
H (2.995, -1.079, 0.375)

HOMO (spin up / spin down), eV: -7.27 / -7.27
Total charge: 0
Orbital gap (spin up / spin down), eV: 7.8259 / 7.8249
Lowest unoccupied orbital energy (spin up / spin down), Eh: 0.021 / 0.021

These are the natural (NBO) partial charges, in e, on atoms 1 to 6: number 1, C, carries 0.115; number 2, C, carries -0.663; number 3, C, carries -0.663; number 4, C, carries -0.664; number 5, C, carries -0.709; number 6, C, carries 0.218

---

S | DFT (the ωB97M-V functional and the def2-TZVPD basis) results for a cluster of 2 separate species, C7H14O in total.

Cartesian coordinates (Å):
C (-0.733, -0.677, -1.863)
O (-1.032, 0.000, -3.074)
C (0.324, -1.718, -2.130)
C (0.644, -2.520, -0.872)
H (-0.361, 0.015, -1.096)
H (-1.639, -1.155, -1.474)
H (-1.767, 0.596, -2.926)
H (-0.044, -2.379, -2.919)
H (1.238, -1.253, -2.506)
H (-0.263, -2.950, -0.443)
H (1.349, -3.322, -1.080)
H (1.090, -1.898, -0.092)
C (-1.208, 0.299, 2.006)
C (0.058, 0.706, 1.972)
C (0.432, 2.056, 2.422)
C (1.689, 2.489, 2.444)
H (-1.997, 0.952, 2.365)
H (-1.571, -0.676, 1.712)
H (0.851, 0.097, 1.558)
H (-0.418, 2.654, 2.731)
H (1.910, 3.491, 2.789)
H (2.513, 1.865, 2.126)

HOMO, eV: -9.06
Total charge: 0
SMILES string: C=CC=C.CCCO
Orbital gap, eV: 9.9763
Lowest unoccupied orbital energy, Eh: 0.034

These are the natural (NBO) partial charges, in e, on atoms 1 to 6: number 1, C, carries -0.055; number 2, O, carries -0.723; number 3, C, carries -0.414; number 4, C, carries -0.603; number 5, H, carries 0.159; number 6, H, carries 0.151

---

Energy ordering: Q at the bottom, the next structure 15.8 kJ/mol above.

---

P | DFT (the ωB97M-V functional and the def2-TZVPD basis) results for the molecule C8H18O2.

Cartesian coordinates (Å):
C (-3.273, -0.703, 0.441)
C (-2.695, 0.708, 0.431)
C (-1.187, 0.727, 0.691)
H (-0.886, 1.735, 0.975)
H (-0.953, 0.048, 1.510)
C (-0.384, 0.345, -0.555)
O (-0.404, 1.480, -1.403)
H (0.037, 1.264, -2.231)
H (-0.879, -0.499, -1.059)
C (1.069, -0.090, -0.257)
C (1.803, 0.932, 0.616)
C (3.321, 0.819, 0.526)
H (3.657, 0.941, -0.502)
H (3.789, 1.594, 1.129)
H (3.669, -0.145, 0.889)
H (1.505, 1.929, 0.283)
H (1.491, 0.815, 1.654)
C (1.098, -1.501, 0.343)
O (0.566, -2.475, -0.525)
H (1.098, -2.496, -1.329)
H (2.127, -1.764, 0.621)
H (0.479, -1.550, 1.241)
H (1.587, -0.137, -1.228)
H (-3.193, 1.297, 1.204)
H (-2.890, 1.187, -0.529)
H (-3.135, -1.162, 1.418)
H (-2.787, -1.333, -0.299)
H (-4.338, -0.678, 0.222)

HOMO, eV: -9.80
Total charge: 0
SMILES string: CCC[C@@H](O)[C@@H](CC)CO
Orbital gap, eV: 10.5701
Lowest unoccupied orbital energy, Eh: 0.028

These are the natural (NBO) partial charges, in e, on atoms 1 to 6: number 1, C, carries -0.607; number 2, C, carries -0.392; number 3, C, carries -0.420; number 4, H, carries 0.217; number 5, H, carries 0.197; number 6, C, carries 0.103

---

Q | DFT (the ωB97M-V functional and the def2-TZVPD basis) results for the molecule C8H18O2.

Cartesian coordinates (Å):
C (-1.616, 0.771, -1.162)
C (-1.746, -0.091, 0.052)
C (-2.198, -1.478, -0.392)
C (-2.760, 0.538, 0.984)
C (1.764, -0.087, 0.020)
C (2.015, -0.248, 1.446)
C (1.768, 1.388, -0.230)
C (2.833, -0.808, -0.728)
H (-0.537, 0.485, -1.741)
H (-2.446, 0.631, -1.905)
H (-1.601, 1.972, -0.915)
H (-2.047, -2.237, 0.503)
H (-1.577, -1.833, -1.362)
H (-3.305, -1.371, -0.569)
H (-3.732, 0.664, 0.441)
H (-2.311, 1.498, 1.265)
H (-2.993, -0.096, 1.916)
H (1.109, -0.185, 2.157)
H (2.968, 0.168, 1.855)
H (1.920, -1.371, 1.588)
H (1.830, 1.645, -1.294)
H (0.920, 1.928, 0.138)
H (2.597, 1.992, 0.083)
H (2.779, -1.815, -0.292)
H (3.842, -0.261, -0.501)
H (2.474, -0.959, -1.872)
O (-0.415, -0.196, 0.806)
O (0.465, -0.646, -0.290)

HOMO, eV: -9.48
Total charge: 0
SMILES string: CC(C)(C)OOC(C)(C)C
Orbital gap, eV: 10.3085
Lowest unoccupied orbital energy, Eh: 0.030

These are the natural (NBO) partial charges, in e, on atoms 1 to 6: number 1, C, carries -0.661; number 2, C, carries 0.212; number 3, C, carries -0.642; number 4, C, carries -0.632; number 5, C, carries 0.191; number 6, C, carries -0.667

---

Energy ordering: P at the bottom, the next structure 485.0 kJ/mol above.

---

P | DFT (the ωB97M-V functional and the def2-TZVPD basis) results for a cluster of 3 separate species, C5H15NO2 in total.

Cartesian coordinates (Å):
C (-1.591, -0.692, 1.728)
C (-1.285, 0.517, 0.841)
C (0.120, 1.091, 1.007)
C (1.264, 0.098, 1.103)
C (2.598, -0.977, -0.463)
N (1.437, -0.682, -0.089)
H (-2.568, -1.073, 1.478)
H (-0.866, -1.482, 1.551)
H (-1.450, -0.464, 2.790)
H (-1.550, 0.258, -0.173)
H (-1.974, 1.319, 1.141)
H (0.295, 1.785, 0.182)
H (0.138, 1.702, 1.920)
H (1.046, -0.571, 1.944)
H (2.170, 0.655, 1.390)
H (2.657, -1.580, -1.361)
H (3.500, -0.629, 0.035)
H (-1.158, -0.565, -3.148)
H (-2.235, -1.435, -2.396)
O (-1.645, -0.658, -2.313)
H (0.077, 1.845, -2.559)
H (0.282, 0.392, -2.098)
O (0.738, 1.144, -2.511)

<S²>: 0.7506
HOMO (spin up / spin down), eV: 0.98 / -6.66
Total charge: -1
2S+1: 2
Orbital gap (spin up / spin down), eV: 2.5542 / 10.1002
Lowest unoccupied orbital energy (spin up / spin down), Eh: 0.130 / 0.126

These are the natural (NBO) partial charges, in e, on atoms 1 to 6: number 1, C, carries -0.625; number 2, C, carries -0.445; number 3, C, carries -0.402; number 4, C, carries -0.252; number 5, C, carries -0.082; number 6, N, carries -0.380

---

Q | DFT (the ωB97M-V functional and the def2-TZVPD basis) results for a cluster of 3 separate species, C5H15NO2 in total.

Cartesian coordinates (Å):
C (1.888, -0.077, 1.447)
N (1.678, 0.012, 0.009)
C (1.096, -1.285, -0.431)
C (0.449, -1.000, -1.766)
C (0.143, 0.531, -1.682)
C (0.655, 1.015, -0.312)
H (2.607, -0.836, 1.741)
H (2.351, 0.874, 1.778)
H (0.896, 0.020, 1.940)
H (0.345, -1.702, 0.254)
H (1.791, -2.142, -0.385)
H (1.229, -1.071, -2.544)
H (-0.250, -1.849, -2.047)
H (0.432, 1.031, -2.620)
H (-0.934, 0.660, -1.887)
H (-0.195, 0.833, 0.331)
H (1.074, 2.003, -0.527)
H (-2.843, 1.635, 2.892)
H (-3.603, 2.161, 1.713)
O (-2.931, 1.485, 1.928)
H (-1.314, -1.042, -0.281)
H (-2.326, -0.493, 0.689)
O (-2.237, -0.763, -0.242)

<S²>: 0.7505
HOMO (spin up / spin down), eV: 0.89 / -6.12
Total charge: -1
2S+1: 2
Orbital gap (spin up / spin down), eV: 2.4958 / 9.3904
Lowest unoccupied orbital energy (spin up / spin down), Eh: 0.124 / 0.120

These are the natural (NBO) partial charges, in e, on atoms 1 to 6: number 1, C, carries -0.476; number 2, N, carries -0.439; number 3, C, carries -0.244; number 4, C, carries -0.446; number 5, C, carries -0.426; number 6, C, carries -0.295

---

Energy ordering: P at the bottom, the next structure 51.3 kJ/mol above.

---

P | DFT (the ωB97M-V functional and the def2-TZVPD basis) results for the ion C7H15N2 with charge +1.

Cartesian coordinates (Å):
C (-2.264, 1.252, 0.799)
C (0.819, -1.892, 0.345)
C (-0.521, -1.802, -0.407)
C (1.728, 0.221, 0.957)
C (-1.706, 0.454, -0.095)
C (2.300, 1.506, 0.386)
C (-1.317, 0.854, -1.468)
N (1.510, -0.650, 0.067)
N (-1.337, -0.816, 0.230)
H (-2.467, 1.070, 1.893)
H (-2.581, 2.217, 0.413)
H (0.609, -2.102, 1.379)
H (1.391, -2.731, 0.069)
H (-0.369, -1.601, -1.442)
H (-1.011, -2.759, -0.153)
H (1.377, 2.085, 0.013)
H (2.718, 1.176, -0.551)
H (2.853, 2.199, 0.988)
H (-1.623, 0.098, -2.261)
H (-0.188, 0.953, -1.561)
H (-1.664, 1.903, -1.807)
H (1.811, -0.568, -0.916)
H (-1.502, -0.956, 1.178)
H (1.433, -0.111, 1.943)

HOMO, eV: -11.30
Total charge: +1
SMILES string: C=C(C)NCC/[NH+]=C/C
Orbital gap, eV: 6.8490
Lowest unoccupied orbital energy, Eh: -0.164

These are the natural (NBO) partial charges, in e, on atoms 1 to 6: number 1, C, carries -0.521; number 2, C, carries -0.255; number 3, C, carries -0.213; number 4, C, carries 0.315; number 5, C, carries 0.166; number 6, C, carries -0.680

---

Q | DFT (the ωB97M-V functional and the def2-TZVPD basis) results for the ion C7H15N2 with charge +1.

Cartesian coordinates (Å):
C (-1.108, 0.702, 0.914)
C (1.363, 0.771, 0.079)
C (-0.161, 0.495, -0.231)
C (0.918, -0.658, -0.222)
C (-0.581, 0.971, -1.567)
C (0.858, -1.608, 0.913)
C (1.112, -1.267, -1.533)
N (-0.780, 0.764, 2.206)
N (-2.383, 0.707, 0.607)
H (1.817, 1.307, -0.811)
H (1.633, 1.178, 1.020)
H (-1.094, 1.914, -1.499)
H (-1.162, 0.257, -2.134)
H (0.379, 1.146, -2.142)
H (0.253, -2.428, 0.765)
H (0.607, -0.980, 1.833)
H (1.836, -2.192, 1.137)
H (1.928, -0.786, -1.985)
H (0.256, -1.029, -2.235)
H (1.272, -2.243, -1.366)
H (0.109, 0.721, 2.649)
H (-1.504, 1.126, 2.773)
H (-2.459, 0.662, -0.413)
H (-3.107, 0.471, 1.243)

HOMO, eV: -13.90
Total charge: +1
SMILES string: CC1(C)C[C@]1(C)C(N)=[NH2+]
Orbital gap, eV: 10.5962
Lowest unoccupied orbital energy, Eh: -0.122

These are the natural (NBO) partial charges, in e, on atoms 1 to 6: number 1, C, carries 0.604; number 2, C, carries -0.376; number 3, C, carries -0.161; number 4, C, carries 0.036; number 5, C, carries -0.648; number 6, C, carries -0.608

---

Energy ordering: Q at the bottom, the next structure 88.8 kJ/mol above.